(1)
Computed, not measured: 5 unconnected molecules or ions with the total composition C14H21Cl9F8O, with ωB97M-V/def2-TZVPD.

CARTESIAN COORDINATES (ANGSTROEM)
C 0.152 3.189 -6.932
C 1.528 3.397 -7.639
C 2.467 4.323 -6.768
F 3.588 4.685 -7.367
F 1.899 5.342 -6.174
F 2.100 2.220 -7.953
F 1.338 3.995 -8.827
O 0.213 2.788 -5.561
C -0.707 1.668 -5.168
C -0.378 1.395 -3.654
F -1.199 0.455 -3.117
F 0.879 1.074 -3.348
F -1.953 2.193 -5.066
F -0.695 0.611 -6.049
H -0.556 2.548 -7.458
H -0.359 4.148 -6.857
H 2.673 3.674 -5.917
H -0.610 2.330 -3.145
C -3.664 0.317 2.898
C -3.183 -0.126 4.257
C -1.703 -0.620 4.324
C -1.272 -1.531 5.449
C 0.188 -2.125 5.345
C 0.420 -3.277 6.278
H -3.250 1.236 2.484
H -4.746 0.262 2.780
H -3.235 -0.469 2.276
H -3.481 0.640 4.973
H -3.882 -0.881 4.616
H -0.997 0.210 4.343
H -1.558 -1.180 3.400
H -1.441 -0.979 6.374
H -1.984 -2.330 5.655
H 0.428 -2.616 4.402
H 1.004 -1.405 5.408
H 1.398 -3.755 6.249
H 0.285 -2.951 7.310
H -0.279 -4.081 6.049
C 4.718 0.314 -1.415
Cl 6.359 0.428 -0.701
Cl 4.535 -1.284 -2.112
Cl 4.340 1.611 -2.543
H 4.020 0.452 -0.588
C 0.688 -0.417 0.941
Cl 1.990 -1.465 0.397
Cl -0.277 0.201 -0.364
Cl 1.374 0.913 1.913
H 0.028 -1.048 1.536
C -1.354 -4.805 3.073
Cl -2.851 -4.768 4.051
Cl -1.110 -3.352 2.060
Cl -1.338 -6.267 2.077
H -0.552 -4.887 3.807

- Kohn-Sham gap: 11.28 eV
- Relative energy (zero: lowest compared OMol25 entry of this formula, charge and spin): 34.54 kcal/mol
- M: 676.4 g/mol
- HOMO level: -10.9386 eV
- 2S+1: 1

In elementary charge units, the Mulliken charges are: number 1, C, carries -0.89; number 2, C, carries 0.94; number 3, C, carries 0.28; number 4, F, carries -0.27; number 5, F, carries -0.26; number 6, F, carries -0.29; number 7, F, carries -0.32; number 8, O, carries -0.36; number 9, C, carries 0.78; number 10, C, carries 0.20; number 11, F, carries -0.27; number 12, F, carries -0.19; number 13, F, carries -0.27; number 14, F, carries -0.24; number 15, H, carries 0.47; number 16, H, carries 0.33; number 17, H, carries 0.17; number 18, H, carries 0.18; number 19, C, carries -1.07; number 20, C, carries -0.65; number 21, C, carries 0.46; number 22, C, carries -0.87; number 23, C, carries -0.09; number 24, C, carries -1.44; number 25, H, carries 0.28; number 26, H, carries 0.35; number 27, H, carries 0.23; number 28, H, carries 0.41; number 29, H, carries 0.34; number 30, H, carries 0.36; number 31, H, carries -0.51; number 32, H, carries 0.42; number 33, H, carries 0.30; number 34, H, carries 0.05; number 35, H, carries 0.47; number 36, H, carries 0.37; number 37, H, carries 0.37; number 38, H, carries 0.26; number 39, C, carries 0.38; number 40, Cl, carries -0.15; number 41, Cl, carries -0.12; number 42, Cl, carries -0.08; number 43, H, carries -0.05; number 44, C, carries 1.29; number 45, Cl, carries -0.12; number 46, Cl, carries -0.06; number 47, Cl, carries -0.16; number 48, H, carries -0.86; number 49, C, carries 0.20; number 50, Cl, carries -0.13; number 51, Cl, carries -0.12; number 52, Cl, carries -0.13; number 53, H, carries 0.09

***

(2)
Computed, not measured: a molecular structure, C14H21ClCsI2N2O2SSeSi, with ωB97M-V/def2-TZVPD.

CARTESIAN COORDINATES (ANGSTROEM)
Cs -0.752 -1.456 1.026
I 3.716 0.203 0.599
C 3.019 -0.222 2.550
I 1.239 0.851 3.069
H 3.805 0.045 3.249
H 2.791 -1.280 2.555
C -5.950 2.108 -0.043
Si -5.277 0.461 0.636
C -5.927 0.183 2.406
C -5.858 -0.953 -0.502
Se -3.065 0.500 0.647
H -7.035 2.142 -0.050
H -5.596 2.258 -1.057
H -5.585 2.934 0.558
H -7.011 0.160 2.444
H -5.581 0.982 3.053
H -5.554 -0.752 2.812
H -6.939 -1.024 -0.541
H -5.466 -1.908 -0.168
H -5.492 -0.784 -1.509
S 0.676 4.246 0.778
C 2.293 4.035 0.655
N 3.026 4.151 -0.484
C 4.421 3.843 -0.256
C 4.524 3.947 1.276
N 3.146 3.792 1.684
H 2.590 3.991 -1.376
H 5.058 4.569 -0.766
H 4.682 2.832 -0.596
H 4.917 4.927 1.584
H 5.149 3.161 1.704
H 2.842 3.924 2.635
Cl 1.989 -4.582 -5.499
C 1.873 -4.156 -3.822
C 1.667 -5.155 -2.888
C 1.524 -4.806 -1.559
C 1.626 -3.481 -1.156
C 1.868 -2.497 -2.107
C 1.980 -2.829 -3.447
C 1.313 -3.126 0.288
O 0.368 -3.738 0.808
O 1.956 -2.214 0.841
H 1.592 -6.185 -3.201
H 1.328 -5.564 -0.816
H 1.974 -1.462 -1.813
H 2.132 -2.069 -4.199

- Kohn-Sham gap: 5.76 eV
- Relative energy (zero: lowest compared OMol25 entry of this formula, charge and spin): 16.74 kcal/mol
- Total charge: -1
- M: 810.6 g/mol
- HOMO level: -3.8705 eV
- 2S+1: 1

In elementary charge units, the Mulliken charges are: number 1, Cs, carries 1.01; number 2, I, carries 0.04; number 3, C, carries -0.80; number 4, I, carries -0.04; number 5, H, carries 0.48; number 6, H, carries 0.31; number 7, C, carries -0.99; number 8, Si, carries 0.34; number 9, C, carries -0.99; number 10, C, carries -1.01; number 11, Se, carries -0.82; number 12, H, carries 0.35; number 13, H, carries 0.25; number 14, H, carries 0.25; number 15, H, carries 0.33; number 16, H, carries 0.26; number 17, H, carries 0.24; number 18, H, carries 0.32; number 19, H, carries 0.25; number 20, H, carries 0.26; number 21, S, carries -0.33; number 22, C, carries -0.08; number 23, N, carries -0.18; number 24, C, carries -0.27; number 25, C, carries -0.49; number 26, N, carries -0.02; number 27, H, carries 0.24; number 28, H, carries 0.29; number 29, H, carries 0.05; number 30, H, carries 0.29; number 31, H, carries 0.27; number 32, H, carries 0.23; number 33, Cl, carries -0.25; number 34, C, carries 0.49; number 35, C, carries -0.64; number 36, C, carries -0.36; number 37, C, carries 0.78; number 38, C, carries -0.20; number 39, C, carries -0.73; number 40, C, carries -0.19; number 41, O, carries -0.91; number 42, O, carries -0.62; number 43, H, carries 0.40; number 44, H, carries 0.40; number 45, H, carries 0.38; number 46, H, carries 0.40

***

(3)
Computed, not measured: a single C14H21F2N3O molecule, with ωB97M-V/def2-TZVPD.

CARTESIAN COORDINATES (ANGSTROEM)
C -3.225 -2.879 1.173
C -3.331 -1.518 0.593
C -4.083 -0.427 0.986
C -3.758 0.586 0.074
N -2.876 0.144 -0.813
N -2.635 -1.123 -0.496
C -1.646 -1.849 -1.239
H -1.734 -2.917 -1.042
H -1.797 -1.657 -2.305
C -0.216 -1.388 -0.860
O 0.634 -2.189 -0.537
N -0.071 -0.062 -0.958
H -0.905 0.477 -1.168
C 1.146 0.666 -0.607
C 1.481 0.449 0.874
C 2.479 1.478 1.403
C 3.949 1.079 1.254
C 4.301 0.358 -0.050
H 5.384 0.416 -0.179
H 4.047 -0.699 0.036
C 3.611 0.919 -1.295
H 3.491 2.000 -1.207
H 4.250 0.732 -2.161
C 2.264 0.256 -1.569
H 1.938 0.506 -2.582
H 2.382 -0.827 -1.515
H 4.554 1.985 1.339
H 4.230 0.426 2.084
H 2.286 1.649 2.465
H 2.302 2.428 0.895
H 0.545 0.544 1.432
H 1.852 -0.564 1.021
H 0.915 1.726 -0.757
C -4.267 1.985 0.045
F -3.249 2.885 0.113
F -4.929 2.262 -1.108
H -4.952 2.191 0.882
H -4.765 -0.368 1.809
H -3.581 -3.631 0.468
H -3.829 -2.939 2.074
H -2.191 -3.109 1.427

- Kohn-Sham gap: 10.11 eV
- M: 285.3 g/mol
- HOMO level: -9.3914 eV
- 2S+1: 1

In elementary charge units, the Mulliken charges are: number 1, C, carries -1.51; number 2, C, carries 0.90; number 3, C, carries -0.90; number 4, C, carries 0.52; number 5, N, carries -1.10; number 6, N, carries 0.89; number 7, C, carries -1.14; number 8, H, carries 0.32; number 9, H, carries 0.23; number 10, C, carries 0.78; number 11, O, carries -0.65; number 12, N, carries -0.02; number 13, H, carries 0.35; number 14, C, carries 0.05; number 15, C, carries -0.85; number 16, C, carries -0.86; number 17, C, carries -0.73; number 18, C, carries -0.59; number 19, H, carries 0.36; number 20, H, carries 0.33; number 21, C, carries -0.92; number 22, H, carries 0.41; number 23, H, carries 0.38; number 24, C, carries -0.86; number 25, H, carries 0.35; number 26, H, carries 0.32; number 27, H, carries 0.34; number 28, H, carries 0.32; number 29, H, carries 0.35; number 30, H, carries 0.35; number 31, H, carries 0.52; number 32, H, carries 0.35; number 33, H, carries 0.42; number 34, C, carries 0.20; number 35, F, carries -0.26; number 36, F, carries -0.27; number 37, H, carries 0.21; number 38, H, carries 0.38; number 39, H, carries 0.31; number 40, H, carries 0.36; number 41, H, carries 0.33

***

(4)
Computed, not measured: a molecular structure, C14H21F5IO2P2Tc, with ωB97M-V/def2-TZVPD.

CARTESIAN COORDINATES (ANGSTROEM)
C -0.504 -0.091 -1.707
I 2.390 0.122 1.770
H 0.542 -0.075 -2.050
H -0.989 0.797 -2.139
H -0.983 -0.950 -2.207
Tc -0.548 -0.145 0.394
P 0.175 2.192 0.137
C -1.211 3.222 0.757
C 1.600 3.118 0.863
H 1.642 4.146 0.474
H 0.550 3.954 -1.528
H 2.526 2.590 0.597
H 1.154 2.365 -2.085
H -1.355 3.001 1.822
H 1.512 3.132 1.953
C 0.332 2.878 -1.570
H -0.980 4.287 0.628
H -0.593 2.726 -2.136
H -2.130 2.970 0.217
P 0.109 -2.391 -0.176
C -1.219 -3.488 0.424
C 0.521 -3.040 -1.829
H 2.368 -2.384 0.652
H 1.726 -4.063 0.511
H 1.213 -2.996 1.870
C 1.499 -3.034 0.812
H 1.388 -2.496 -2.224
H 0.769 -4.104 -1.740
H -1.035 -4.504 0.062
H -2.192 -3.139 0.058
H -0.324 -2.921 -2.516
H -1.211 -3.463 1.522
C -2.383 0.147 0.085
O -3.525 0.337 -0.097
F -2.368 -0.808 7.492
C -2.003 -0.817 6.200
C -2.277 0.283 5.389
F -2.866 1.373 5.928
C -1.948 0.251 4.057
F -2.257 1.309 3.268
C -1.305 -0.867 3.474
O -1.025 -0.954 2.211
C -1.015 -1.955 4.344
F -0.382 -3.047 3.840
C -1.357 -1.941 5.675
F -1.072 -2.984 6.486

- Kohn-Sham gap (alpha / beta): 6.11 / 6.18 eV
- Total charge: +3
- M: 603.2 g/mol
- HOMO level (alpha / beta): -19.4436 / -19.5333 eV
- 2S+1: 4

In elementary charge units, the Mulliken charges are: number 1, C, carries -1.35; number 2, I, carries 0.31; number 3, H, carries 0.51; number 4, H, carries 0.32; number 5, H, carries 0.41; number 6, Tc, carries 0.49; number 7, P, carries 1.06; number 8, C, carries -1.29; number 9, C, carries -1.43; number 10, H, carries 0.46; number 11, H, carries 0.46; number 12, H, carries 0.50; number 13, H, carries 0.45; number 14, H, carries 0.36; number 15, H, carries 0.46; number 16, C, carries -1.48; number 17, H, carries 0.45; number 18, H, carries 0.42; number 19, H, carries 0.39; number 20, P, carries 1.36; number 21, C, carries -1.19; number 22, C, carries -1.32; number 23, H, carries 0.32; number 24, H, carries 0.47; number 25, H, carries 0.31; number 26, C, carries -1.29; number 27, H, carries 0.43; number 28, H, carries 0.49; number 29, H, carries 0.47; number 30, H, carries 0.37; number 31, H, carries 0.46; number 32, H, carries 0.22; number 33, C, carries 0.31; number 34, O, carries -0.20; number 35, F, carries -0.16; number 36, C, carries 0.62; number 37, C, carries 0.06; number 38, F, carries -0.19; number 39, C, carries 0.29; number 40, F, carries -0.21; number 41, C, carries -0.24; number 42, O, carries 0.16; number 43, C, carries 0.28; number 44, F, carries -0.27; number 45, C, carries 0.12; number 46, F, carries -0.19